No. 1
# C24H33BNO5Re

A molecular structure, C24H33BNO5Re in a non-equilibrium geometry (the ωB97M-V functional and the def2-TZVPD basis, OMol25).

Summary:
- Charge: -1
- ΔE to the lowest compared entry with this formula, charge and spin: 0.248 eV
- 2S+1: 4
- Orbital gap (spin up / spin down): 5.042 / 4.936 eV
- <S²>: 3.784
- Calculated total energy: -39951.70780 eV
- HOMO level (spin up / spin down): -2.79 / -2.69 eV

Last column: Löwdin charge in e.
Geometry (Å):
C 1.3825 -0.8118 -3.0788  -0.237
C 0.9940 0.3997 -2.2152  -0.085
C 1.5051 -2.0447 -2.1613  -0.040
C 1.3995 -1.5846 -0.6747  -0.191
H 2.4713 -2.5310 -2.3567  0.123
H 0.7062 -2.7591 -2.3958  0.123
C 1.4737 0.0622 -0.8312  -0.171
H -0.0932 0.5621 -2.2519  0.140
H 1.4953 1.3010 -2.5961  0.126
C 1.1641 1.2310 0.1268  -0.230
H 2.5734 0.1684 -0.9028  0.138
H 2.3622 -1.8015 -0.1882  0.129
C 0.4089 -2.3886 0.0567  -0.285
C 0.3479 -0.9924 -4.1668  -0.416
C 2.6642 -0.6377 -3.8996  -0.443
O 3.3330 -1.5735 -4.3122  0.099
O -0.8323 -1.2354 -3.9313  0.107
O 0.8459 -0.8489 -5.3983  -0.028
O 3.0108 0.6333 -4.1289  -0.031
C 4.1221 0.7559 -5.0222  -0.037
H 4.2294 1.8274 -5.1821  0.093
H 3.8952 0.2263 -5.9518  0.098
H 5.0150 0.3280 -4.5608  0.097
C -0.1246 -0.9273 -6.4398  -0.030
H -0.7042 -1.8564 -6.3709  0.100
H 0.4524 -0.8957 -7.3634  0.093
H -0.8068 -0.0701 -6.3804  0.103
O -0.0385 1.2552 0.8634  -0.466
H 1.1348 2.1657 -0.4860  0.126
H 1.9709 1.3361 0.8743  0.090
C 0.6045 -2.5769 1.5078  -0.073
C -0.9682 -2.4126 -0.4811  -0.063
H -1.3245 -3.4330 -0.7373  0.087
H -1.0511 -1.8103 -1.4046  0.071
H -1.6569 -2.0400 0.2996  0.076
H -0.3508 -2.4435 2.0424  0.060
H 1.3417 -1.8579 1.9048  0.067
H 0.9765 -3.5645 1.8168  0.074
Re -0.8358 1.0993 2.5727  1.441
C 0.1816 0.4976 4.4497  -0.211
C 1.1676 0.7837 3.4568  -0.220
C 1.0109 2.1706 3.0794  -0.198
H 1.9632 0.1189 3.1247  0.093
C -0.1313 2.6994 3.7676  -0.217
C -0.6340 1.6637 4.6346  -0.230
H -1.4016 1.7929 5.3779  0.085
H 0.1225 -0.4148 5.0181  0.111
H 1.7044 2.7313 2.4707  0.107
H -0.4921 3.7187 3.7265  0.109
C -3.4424 0.6165 1.7484  -0.169
C -2.9823 1.7198 2.5563  -0.276
C -2.1776 2.5675 1.6968  -0.281
H -3.4058 2.0397 3.5006  0.092
C -2.1076 1.8978 0.4051  -0.175
C -2.8678 0.7058 0.4640  -0.154
H -2.9978 0.0068 -0.3608  0.084
H -4.1841 -0.1161 2.0529  0.095
H -1.9151 3.5992 1.8862  0.090
H -1.6635 2.3033 -0.4918  0.094
B -3.4298 -0.1231 5.6047  -0.452
C -2.5777 -0.5443 4.3949  -0.235
N -1.8855 -0.7219 3.4501  0.013
H -4.2996 0.6468 5.2346  0.012
H -2.7388 0.4738 6.4103  0.003
H -3.9093 -1.0876 6.1464  -0.005

***

No. 2
# C4H15BCdCrFNO5S

A molecular structure, C4H15BCdCrFNO5S in a non-equilibrium geometry (the ωB97M-V functional and the def2-TZVPD basis, OMol25).

Summary:
- Charge: 0
- 2S+1: 5
- Orbital gap (spin up / spin down): 7.658 / 7.709 eV
- <S²>: 6.032
- Calculated total energy: -63330.28963 eV
- HOMO level (spin up / spin down): -9.24 / -9.29 eV

Last column: Löwdin charge in e.
Geometry (Å):
Cr -0.6323 3.3788 -1.1247  1.077
Cd 0.8338 -0.1644 -0.7809  1.378
F -0.7686 1.2764 -0.9212  -0.552
B 0.7924 -0.8938 -2.8697  -0.458
H 0.9012 -1.6229 -2.0818  -0.082
H 1.3961 -0.0098 -2.7341  -0.078
H 0.9817 -1.3313 -3.8377  -0.029
H -0.2209 -0.5394 -2.7605  -0.065
S 1.9851 2.7873 -1.1007  0.300
O 1.1011 3.3378 -0.0873  -0.420
O 2.0778 1.3165 -0.9109  -0.476
O 0.9876 2.9875 -2.1820  -0.409
O 3.2097 3.4979 -1.3230  -0.244
C -0.7358 -0.0208 3.3214  -0.051
C -0.1051 -0.6171 2.0553  -0.404
C -1.1402 -1.1096 1.0617  -0.236
O -0.6333 -1.7076 -0.0991  -0.281
C -1.6007 -2.2515 -0.9535  -0.098
N 0.7570 0.4000 1.4307  -0.001
H -1.2317 0.8848 2.9720  0.084
H -0.0068 0.2138 4.0970  0.083
H -1.3796 -0.6579 3.9279  0.083
H 0.5243 -1.4410 2.3917  0.146
H -1.8295 -0.3000 0.8218  0.125
H -1.7191 -1.8054 1.6690  0.132
H -1.1743 -2.8533 -1.7561  0.101
H -2.2403 -1.4541 -1.3320  0.103
H -2.2256 -2.9829 -0.4409  0.092
H 1.6789 0.3715 1.8424  0.100
H 0.4171 1.3105 1.7054  0.079

***

No. 3
# C45H34CoN9O5

A molecular structure, C45H34CoN9O5 (the ωB97M-V functional and the def2-TZVPD basis, OMol25).

Summary:
- Charge: -1
- ΔE to the lowest compared entry with this formula, charge and spin: 0.000 eV
- 2S+1: 4
- Orbital gap (spin up / spin down): 5.043 / 6.119 eV
- <S²>: 3.893
- Calculated total energy: -108494.77097 eV
- HOMO level (spin up / spin down): -3.22 / -4.41 eV

Last column: Löwdin charge in e.
Geometry (Å):
Co -0.4569 -0.6772 -0.4929  0.721
C -2.6654 -3.0991 2.2818  -0.116
C -1.6698 -2.6611 1.4419  -0.097
N -1.7375 -1.4780 0.8300  0.067
C -2.8468 -0.7356 1.0180  -0.170
C -3.8280 -1.1928 1.9166  -0.072
N -3.7492 -2.3456 2.5439  0.081
C -2.9345 0.4720 0.2394  -0.193
C -4.1566 1.1021 0.0823  0.040
C -4.3037 2.2315 -0.7079  -0.152
C -3.1028 2.6909 -1.3106  0.015
C -1.9110 2.0330 -1.1522  -0.195
N -1.7703 0.8933 -0.3939  0.089
C -0.7568 2.6499 -1.8505  -0.227
C -0.9042 3.1882 -3.1338  -0.088
N 0.0883 3.7789 -3.7798  0.084
C 1.2651 3.8146 -3.1599  -0.133
C 1.4286 3.2623 -1.9028  -0.118
N 0.4240 2.6937 -1.2495  0.144
C -5.5949 2.8748 -0.9249  -0.164
C -5.7511 3.9395 -1.8239  -0.023
C -6.9993 4.4953 -2.0328  -0.165
N -8.1141 4.0905 -1.4261  0.033
C -7.9700 3.0898 -0.5541  -0.164
C -6.7696 2.4701 -0.2706  -0.024
H -2.6114 -4.0653 2.7646  0.103
H -0.7969 -3.2698 1.2404  0.117
H -4.7028 -0.5916 2.1311  0.108
H -5.0148 0.6600 0.5633  0.094
H -3.0973 3.6012 -1.8924  0.093
H -1.8477 3.1112 -3.6622  0.119
H 2.0824 4.2957 -3.6846  0.098
H 2.3926 3.2604 -1.4019  0.106
H -4.9051 4.3349 -2.3691  0.095
H -7.1225 5.3164 -2.7324  0.098
H -8.8792 2.7702 -0.0548  0.098
H -6.7628 1.6796 0.4657  0.097
O -1.5273 -6.2472 -2.7201  0.110
C -1.2353 -5.1044 -2.4613  -0.272
C -0.1122 -4.6517 -1.5591  -0.317
O 0.7544 -5.3589 -1.0631  0.053
C -0.3122 -3.2270 -1.3866  -0.281
C -1.4545 -2.7667 -2.0905  -0.290
O -1.9012 -1.5895 -1.9532  -0.027
C -1.9665 -3.8648 -2.9344  -0.283
O -2.7781 -3.8010 -3.8332  0.095
O 0.3586 -2.4239 -0.6245  -0.107
C 5.1017 0.1033 3.7014  -0.044
C 5.2632 -1.0563 2.7559  -0.217
C 6.3770 -1.8820 2.8178  -0.056
C 6.5398 -2.9504 1.9471  -0.095
C 5.5535 -3.2196 1.0127  -0.080
C 4.4196 -2.4245 0.9449  -0.020
C 4.2786 -1.3274 1.7959  -0.193
N 3.1503 -0.4875 1.7661  0.147
C 2.2269 -0.3321 0.7449  -0.338
N 2.7480 -0.4004 -0.4975  0.160
C 2.1276 -0.2703 -1.7621  -0.188
C 0.7474 -0.1920 -1.9157  -0.108
C 0.2479 -0.0450 -3.2038  -0.092
C 1.0868 0.0336 -4.3041  -0.074
C 2.4579 -0.0648 -4.1277  -0.060
C 2.9965 -0.2260 -2.8601  -0.218
C 4.4878 -0.3717 -2.6827  -0.047
N 0.9923 -0.0427 1.0009  0.119
C 0.5729 -0.0222 2.3636  -0.242
C 0.4606 -1.2308 3.0519  -0.049
C -0.0268 -1.2796 4.3474  -0.083
C -0.3931 -0.1060 4.9849  -0.092
C -0.2246 1.1040 4.3297  -0.052
C 0.2705 1.1764 3.0305  -0.211
C 0.5106 2.5047 2.3806  -0.035
H 5.9954 0.2223 4.3116  0.074
H 4.2538 -0.0455 4.3777  0.084
H 4.9277 1.0337 3.1559  0.084
H 7.1366 -1.6785 3.5643  0.107
H 7.4211 -3.5756 2.0107  0.098
H 5.6484 -4.0629 0.3406  0.107
H 3.6206 -2.6903 0.2632  0.124
H 2.7977 -0.2003 2.6659  0.123
H 3.7402 -0.5526 -0.5228  0.101
H -0.8250 -0.0084 -3.3560  0.107
H 0.6660 0.1421 -5.2961  0.103
H 3.1206 -0.0277 -4.9850  0.104
H 4.9796 -0.3463 -3.6535  0.075
H 4.7484 -1.3250 -2.2122  0.081
H 4.9108 0.4348 -2.0737  0.083
H 0.7559 -2.1416 2.5456  0.118
H -0.1251 -2.2344 4.8491  0.104
H -0.7975 -0.1298 5.9892  0.098
H -0.4791 2.0268 4.8397  0.106
H 0.0202 3.3048 2.9353  0.076
H 0.1545 2.4899 1.3549  0.049
H 1.5829 2.7249 2.3438  0.083

***

No. 4
# C4H8N2

A single C4H8N2 molecule in a non-equilibrium geometry (the ωB97M-V functional and the def2-TZVPD basis, OMol25).

Summary:
- Charge: 0
- SMILES: CNN1C=C1C
- ΔE to the lowest compared entry with this formula, charge and spin: 5.136 eV
- Orbital gap: 8.959 eV
- Calculated total energy: -7252.73901 eV
- HOMO level: -7.86 eV

Last column: Löwdin charge in e.
Geometry (Å):
C -1.5043 -0.3765 -0.5861  -0.169
C -1.3372 0.3340 0.4562  -0.097
C -1.3704 1.0356 1.7403  -0.053
C 2.0781 -0.3805 -1.0586  -0.164
N -0.2625 0.1820 -0.8491  0.000
N 0.8327 -0.8398 -0.4935  -0.142
H -2.1925 -1.1274 -0.9745  0.103
H -0.5291 0.7138 2.3506  0.086
H -2.3210 0.9654 2.2790  0.084
H -1.2489 2.0806 1.5618  0.066
H 2.3538 0.6221 -0.7069  0.081
H 2.7895 -1.0060 -0.7115  0.032
H 1.9110 -0.3958 -2.1148  0.064
H 0.8010 -1.8074 -0.8928  0.108

***

No. 5
# C7H7NO2

A molecular structure, C7H7NO2 in a non-equilibrium geometry (the ωB97M-V functional and the def2-TZVPD basis, OMol25).

Summary:
- Charge: 0
- ΔE to the lowest compared entry with this formula, charge and spin: 3.145 eV
- Orbital gap: 9.700 eV
- Calculated total energy: -12954.45201 eV
- HOMO level: -9.07 eV

Last column: Löwdin charge in e.
Geometry (Å):
C 1.6573 -0.0583 -0.0482  -0.372
C 0.1808 -0.1397 -0.0403  -0.128
C -0.4173 -1.4646 -0.0204  -0.040
C -1.6965 -1.5297 -0.1696  -0.169
C -2.5264 -0.4598 -0.0039  -0.113
C -2.0390 0.7716 0.0844  0.006
C -0.5544 0.9393 0.0537  -0.301
H 3.6261 -1.3053 0.2587  0.229
H 2.1302 -2.0457 0.7572  -0.007
H 0.3349 -2.5515 -0.3621  0.218
H -2.1354 -2.4900 -0.1943  0.098
H -3.6395 -0.4688 0.1571  0.135
H -2.6335 1.7229 0.1231  0.128
H -0.6007 2.9650 0.0216  0.166
N 2.3711 -1.3057 0.2124  0.065
O 2.3778 0.9832 -0.2904  -0.007
O -0.0411 2.1369 0.1176  0.090

***

No. 6
# C18H35LaN6O3

A molecular structure, C18H35LaN6O3 in a non-equilibrium geometry (the ωB97M-V functional and the def2-TZVPD basis, OMol25).

Summary:
- Charge: 0
- ΔE to the lowest compared entry with this formula, charge and spin: 4.608 eV
- Orbital gap: 7.609 eV
- Calculated total energy: -35172.49317 eV
- HOMO level: -7.62 eV

Last column: Löwdin charge in e.
Geometry (Å):
La -2.4381 0.3120 -1.2777  2.019
C 0.4183 -1.9818 -3.0313  -0.201
C -0.4170 -2.7093 -1.9733  -0.107
N -0.7187 -1.6823 -0.8382  -0.173
C -1.0194 -2.2264 0.4575  -0.275
C -2.2444 -1.7205 1.1980  -0.267
N -2.2379 -0.2441 1.5840  -0.086
C -3.3136 -0.2331 2.6171  -0.245
C -3.0493 -0.8588 3.9505  -0.202
C -1.8957 -1.0534 4.5088  -0.035
N -3.4643 0.2093 -3.4034  -0.337
C -2.7203 0.7638 -4.5234  -0.485
C -1.4594 1.4090 -4.2262  -0.221
N -0.8207 0.2895 -3.4075  -0.156
C -0.1218 -0.9205 -4.0180  -0.144
H -5.4414 0.1388 -0.2521  -0.116
H 1.4654 -1.8074 -2.6901  0.130
H 0.1284 -3.4917 -1.4805  0.117
H -1.3433 -2.8312 -2.5010  0.113
H 0.0251 -0.9430 -0.7269  0.055
H -0.1570 -2.0986 1.0535  0.106
H -1.1698 -3.2506 0.5778  0.108
H -2.6484 -2.4243 1.9834  0.143
H -2.8859 -1.8683 0.3365  0.076
H -1.3227 -0.4472 2.0791  0.092
H -4.1442 -0.8299 2.1732  0.120
H -3.6366 0.7997 2.6772  0.118
H -3.9165 -1.1302 4.7200  0.150
H 0.5490 -2.7232 -3.6473  0.041
H -0.9623 -0.6990 4.0775  0.053
H -1.8543 -1.6443 5.4733  0.083
H -4.4841 0.6256 -3.5789  0.070
H -3.3535 1.4290 -5.2839  0.141
H -2.4347 -0.0350 -5.3055  0.095
H -1.6691 2.3129 -3.6875  0.114
H -1.0305 1.4926 -5.2190  0.117
H -0.1299 0.7104 -2.8277  0.055
H 0.8946 -0.6596 -4.4695  0.138
H -0.8077 -1.4563 -4.6951  0.119
N 1.4807 0.3297 -0.1628  -0.015
C 1.6068 1.8179 -0.2523  -0.146
C 0.2936 2.5139 -0.6747  -0.735
O -0.7562 1.8782 -0.8356  -0.253
O 0.4167 3.6557 -0.9760  0.076
H 0.6863 0.1997 0.5186  0.063
H 2.3160 -0.0633 0.3463  0.091
H 2.3570 2.0344 -0.9921  0.116
H 1.8076 2.1459 0.7795  0.081
C 3.4168 2.9662 2.5304  -0.053
C 4.1289 1.5935 2.5255  -0.270
C 5.2177 1.2918 1.7295  -0.042
C 5.8380 0.0514 1.9636  -0.168
N 5.4857 -0.8606 2.8774  0.048
C 4.2932 -0.6050 3.5612  -0.125
C 3.6710 0.6094 3.4364  -0.065
H 3.5081 3.4266 1.5371  0.074
H 3.7829 3.7726 3.1556  0.079
H 2.3243 2.8103 2.6538  0.075
H 5.6232 1.8533 0.8222  0.137
H 6.5937 -0.2121 1.2621  0.089
H 4.0236 -1.4934 4.1594  0.108
H 2.6263 0.7898 3.7739  0.115
O -4.9102 0.9715 -0.1422  -0.601

***

Question: Number 4 is which compound?
Answer: C4H8N2